{
  "formula": "C23H67NaO11S10",
  "method": "ωB97M-V with the def2-TZVPD basis set",
  "energy_ev": -160216.1918,
  "symbols": ["H", "C", "H", "O", "H", "H", "H", "C", "H", "H", "H", "H", "C", "H", "H", "H", "O", "C", "O", "S", "S", "H", "H", "H", "H", "H", "H", "H", "O", "H", "S", "C", "H", "C", "H", "H", "O", "C", "H", "H", "H", "C", "C", "H", "H", "C", "C", "H", "H", "H", "H", "C", "C", "O", "S", "H", "H", "H", "C", "C", "H", "H", "H", "H", "H", "H", "C", "H", "H", "H", "C", "H", "H", "H", "H", "H", "H", "H", "Na", "H", "O", "H", "H", "O", "H", "S", "S", "C", "S", "S", "O", "O", "H", "H", "H", "S", "H", "H", "O", "C", "H", "C", "H", "H", "C", "H", "S", "H", "H", "C", "C", "H"],
  "coordinates": [[-8.6734, 24.6193, -14.5141], [-12.3320, 23.5232, -9.7238], [-8.8277, 24.0020, -18.2340], [-10.8465, 20.2066, -10.0852], [-8.9852, 21.5257, -12.8855], [-18.5419, 21.3911, -12.2186], [-7.8452, 19.2671, -11.8745], [-14.3294, 27.0327, -12.4694], [-15.9579, 21.4900, -11.7323], [-17.8752, 21.9078, -18.6053], [-12.6482, 26.6470, -9.5174], [-10.7992, 23.7322, -13.5117], [-8.0537, 23.8448, -18.9851], [-13.1622, 25.8734, -20.1614], [-12.1079, 25.9123, -18.7310], [-10.6955, 27.8229, -10.6478], [-13.9020, 28.8864, -10.6914], [-9.8334, 21.5104, -12.2010], [-16.8376, 20.7958, -14.4554], [-14.2959, 26.7994, -18.1442], [-7.5461, 25.4362, -19.6248], [-13.9472, 26.5339, -8.2870], [-10.6048, 21.0313, -12.8039], [-8.5264, 23.8025, -13.1006], [-6.2157, 20.6586, -14.5267], [-9.4665, 19.0858, -12.5633], [-11.8668, 24.6126, -16.5256], [-11.7802, 23.1193, -8.8750], [-8.8222, 26.1457, -19.9957], [-15.3600, 26.5456, -20.3479], [-13.8362, 24.4795, -9.2750], [-7.7790, 26.7931, -10.4366], [-7.7047, 27.2307, -11.4322], [-17.3388, 22.8566, -18.5895], [-6.6944, 27.2868, -18.0557], [-11.4080, 26.5164, -11.4866], [-9.6478, 25.3302, -9.1872], [-8.8971, 19.1123, -11.6342], [-9.0640, 18.2100, -11.0459], [-17.9058, 23.5975, -18.0258], [-10.3170, 22.4713, -12.0255], [-18.6443, 22.2036, -12.9380], [-10.4372, 26.9513, -11.2492], [-14.9515, 26.1825, -12.7490], [-11.8992, 25.1050, -13.8455], [-13.1218, 25.7217, -19.0827], [-11.3122, 23.7559, -16.1425], [-17.2428, 23.0549, -19.6570], [-10.3338, 24.1007, -15.8080], [-7.1718, 23.2811, -18.6806], [-6.9228, 26.2360, -10.0563], [-12.2648, 23.2534, -15.0336], [-14.5701, 22.1619, -19.3243], [-14.6370, 24.6976, -10.5009], [-15.0627, 28.4012, -11.5718], [-7.9628, 27.6044, -9.7323], [-14.7788, 22.4706, -20.3486], [-12.4398, 23.8298, -12.9393], [-15.9169, 22.3791, -12.3615], [-13.0254, 26.0882, -8.6610], [-11.1760, 23.0940, -16.9977], [-13.5873, 22.5199, -19.0177], [-16.9850, 27.0036, -11.1322], [-15.3355, 25.4506, -16.1704], [-13.4426, 26.7635, -11.8956], [-6.1828, 25.8100, -17.4826], [-15.7182, 26.5233, -19.3187], [-12.5273, 22.6802, -10.3865], [-15.9538, 26.9335, -9.8240], [-18.6063, 24.9540, -14.2264], [-6.2858, 21.6483, -14.0755], [-19.4554, 21.8507, -13.5749], [-15.7285, 24.5014, -14.7720], [-16.3250, 23.1397, -11.6958], [-18.8379, 26.3641, -13.2376], [-16.2894, 25.6656, -18.9636], [-14.6652, 21.0787, -19.3998], [-7.8568, 26.1456, -17.3564], [-10.4958, 20.3693, -15.2044], [-11.6720, 24.1502, -10.3233], [-8.5528, 21.7237, -15.3338], [-5.3547, 22.1984, -14.2121], [-7.0920, 24.8965, -13.7513], [-13.7312, 28.1838, -18.4126], [-13.5029, 24.7007, -19.0993], [-17.0303, 22.2182, -13.8368], [-9.2164, 25.7027, -10.6020], [-11.8082, 24.0195, -13.8072], [-7.3821, 22.7118, -15.0643], [-17.0509, 26.6452, -14.9577], [-18.0108, 26.8254, -16.0996], [-15.4284, 22.4391, -16.5998], [-17.0682, 28.3195, -10.0918], [-10.1369, 27.4406, -12.1758], [-12.3331, 25.8139, -7.8650], [-15.6021, 22.9928, -18.0143], [-13.3010, 23.5425, -15.2093], [-14.0041, 27.3784, -13.4506], [-12.2362, 21.8490, -14.8585], [-16.3348, 27.6543, -10.5475], [-14.8628, 22.4812, -12.6194], [-7.8892, 24.1693, -13.9053], [-18.9137, 23.0362, -12.2882], [-16.8557, 24.4530, -16.1021], [-18.0714, 25.7565, -13.7184], [-17.4965, 25.2436, -12.9473], [-9.4684, 20.5721, -10.6500], [-6.5846, 21.5586, -13.0311], [-16.3228, 27.4212, -19.1908], [-16.1722, 25.1078, -15.5616], [-7.0131, 26.2446, -18.0394], [-8.6499, 23.3473, -19.7501]]
}